(1)
Entry from OMol25: a cluster of 12 separate species, C17H58O12 in total at a distorted geometry (ωB97M-V with the def2-TZVPD basis set).

- F_max: 0.0760 Eh/bohr
- Energy above the lowest of the compared OMol25 structures with the same formula, charge and spin: 89.56 kcal per mole
- Charge: 0
- SMILES string: CCO.CCO.CCO.CCO.CCO.CO.CO.CO.CO.CO.CO.CO

Each atom is followed by the atoms it is bonded to, with distances in Å.
Positions of all 87 atoms, in Å:
1 O 6.56157 11.27802 16.22153  C18 1.444, H36 1.003
2 O 9.79247 8.63294 9.55211  C16 1.380, H87 0.971
3 O 11.66470 10.53786 8.44242  C19 1.424, H31 1.027
4 O 8.15243 14.48269 13.16648  C25 1.425, H37 0.961
5 O 11.72333 15.39079 10.62720  C13 1.444, H30 0.930
6 O 11.54280 8.81399 11.46983  C27 1.433, H60 1.008
7 O 12.86729 13.03438 12.20172  C14 1.415, H38 0.964
8 O 8.85369 12.47608 15.09216  C23 1.409, H50 0.949
9 O 6.15599 8.59309 11.23643  C24 1.468, H70 0.966
10 O 9.04862 12.02945 12.30273  C29 1.385, H51 0.960
11 O 9.62478 9.37269 13.33711  C22 1.395, H67 0.991
12 O 6.39334 10.38518 9.12363  C17 1.386, H53 0.983
13 C 10.30828 15.64540 10.75706  O5 1.444, H41 1.142, H64 1.137, H68 1.084
14 C 12.65353 11.78366 11.57484  O7 1.415, H49 1.144, H52 1.039, H66 1.177
15 C 11.09605 13.37067 15.14756  C23 1.541, H32 1.086, H34 1.065, H58 1.115
16 C 9.82895 7.73133 8.50798  O2 1.380, H48 1.053, H75 1.110, H85 1.062
17 C 5.96358 10.02180 7.85750  O12 1.386, C28 1.487, H40 1.049, H74 1.110
18 C 5.90776 12.31373 16.98567  O1 1.444, C21 1.510, H43 1.087, H73 1.119
19 C 10.68696 11.14181 7.60158  O3 1.424, C20 1.484, H57 1.096, H72 1.115
20 C 9.54876 11.82939 8.26009  C19 1.484, H47 1.093, H62 1.101, H63 1.061
21 C 5.44837 13.54485 16.24220  C18 1.510, H77 1.074, H79 1.131, H84 1.091
22 C 8.61716 8.41374 13.43776  O11 1.395, H39 1.105, H69 1.083, H81 1.078
23 C 9.96203 12.68680 15.93545  O8 1.409, C15 1.541, H45 1.134, H59 1.123
24 C 5.54282 7.45494 11.93202  O9 1.468, C26 1.523, H33 1.068, H86 1.085
25 C 6.75710 14.61809 12.91295  O4 1.425, H35 1.062, H56 1.118, H78 1.057
26 C 4.59069 6.82448 10.92424  C24 1.523, H61 1.109, H65 1.109, H76 1.088
27 C 12.72380 8.11478 11.05941  O6 1.433, H42 1.054, H46 1.074, H54 1.090
28 C 5.92731 8.54736 7.67046  C17 1.487, H55 1.091, H80 1.080, H83 1.110
29 C 8.02562 11.33795 11.67503  O10 1.385, H44 1.063, H71 1.151, H82 1.077
30 H 12.18372 16.15716 10.88397  O5 0.930
31 H 12.23072 11.28072 8.86869  O3 1.027
32 H 10.81269 14.39780 14.93800  C15 1.086
33 H 6.33072 6.79094 12.21442  C24 1.068
34 H 11.98786 13.24424 15.71649  C15 1.065
35 H 6.31185 15.44663 13.40580  C25 1.062
36 H 7.32977 11.72638 15.75866  O1 1.003
37 H 8.28568 14.15684 14.06052  O4 0.961
38 H 12.57875 13.76571 11.64449  O7 0.964
39 H 7.72224 8.94947 13.80135  C22 1.105
40 H 6.65891 10.42064 7.18066  C17 1.049
41 H 9.90801 16.05189 9.76804  C13 1.142
42 H 13.45053 8.27379 11.80591  C27 1.054
43 H 5.05872 11.91330 17.53297  C18 1.087
44 H 7.60160 11.91364 10.88779  C29 1.063
45 H 9.56278 13.40829 16.71441  C23 1.134
46 H 12.52635 7.06276 10.96762  C27 1.074
47 H 9.88224 12.70796 8.81802  C20 1.093
48 H 9.45171 8.06584 7.58358  C16 1.053
49 H 13.46700 11.53069 10.81191  C14 1.144
50 H 8.96267 11.75163 14.48948  O8 0.949
51 H 8.82441 12.96259 12.27606  O10 0.960
52 H 12.61201 11.03495 12.29442  C14 1.039
53 H 5.98834 9.86316 9.85163  O12 0.983
54 H 13.11021 8.55256 10.13918  C27 1.090
55 H 5.35163 8.03729 8.44363  C28 1.091
56 H 6.21477 13.64990 13.05055  C25 1.118
57 H 11.17776 11.85304 6.92694  C19 1.096
58 H 11.22721 12.92695 14.13283  C15 1.115
59 H 10.16264 11.72030 16.47184  C23 1.123
60 H 10.78836 8.62028 10.83063  O6 1.008
61 H 3.94680 6.04182 11.37337  C26 1.109
62 H 8.78336 12.17950 7.55055  C20 1.101
63 H 9.06451 11.22977 8.98967  C20 1.061
64 H 10.12928 16.24621 11.70523  C13 1.137
65 H 5.24233 6.42031 10.12307  C26 1.109
66 H 11.57765 11.89158 11.11029  C14 1.177
67 H 10.37586 9.02837 12.79003  O11 0.991
68 H 9.83168 14.67549 10.83996  C13 1.084
69 H 8.33232 7.93388 12.50919  C22 1.083
70 H 7.08997 8.55947 11.48008  O9 0.966
71 H 7.17629 11.10068 12.41463  C29 1.151
72 H 10.31680 10.30531 6.96459  C19 1.115
73 H 6.59099 12.63413 17.81162  C18 1.119
74 H 4.97815 10.49686 7.67088  C17 1.110
75 H 9.22094 6.87757 8.87450  C16 1.110
76 H 4.08891 7.58506 10.33000  C26 1.088
77 H 6.28010 14.06114 15.79951  C21 1.074
78 H 6.67627 14.84613 11.88444  C25 1.057
79 H 4.71302 13.14323 15.48179  C21 1.131
80 H 6.94924 8.20708 7.74859  C28 1.080
81 H 8.90865 7.61654 14.10193  C22 1.078
82 H 8.38222 10.38497 11.32142  C29 1.077
83 H 5.58188 8.24492 6.66028  C28 1.110
84 H 4.98894 14.27442 16.91149  C21 1.091
85 H 10.82724 7.40081 8.35931  C16 1.062
86 H 5.00534 7.80590 12.80658  C24 1.085
87 H 10.40023 9.37823 9.41491  O2 0.971

Results of the Löwdin charge analysis, in e, for atoms 1 through 6: atom 1 (O): -0.110, atom 2 (O): -0.135, atom 3 (O): -0.116, atom 4 (O): -0.142, atom 5 (O): -0.132, atom 6 (O): -0.182



(2)
Entry from OMol25: a cluster of 13 separate species, C17H62N3O12S in total at a distorted geometry (ωB97M-V with the def2-TZVPD basis set).

- F_max: 0.0390 Eh/bohr
- Energy above the lowest of the compared OMol25 structures with the same formula, charge and spin: 43.67 kcal per mole
- Charge: +1

Each atom is followed by the atoms it is bonded to, with distances in Å.
Positions of all 95 atoms, in Å:
1 S 0.58165 1.80965 1.87858  N16 1.725, H89 1.380
2 O 4.50853 4.78128 -7.07880  C22 1.425, H60 0.960
3 O 1.91315 -5.60266 0.39270  C27 1.425, H48 0.959
4 O -2.71203 1.31461 6.21981  C18 1.428, H61 0.960
5 O 1.29210 -4.87002 -6.36805  C25 1.423, H78 0.960
6 O 4.22817 4.66123 -3.20509  C23 1.428, H82 0.960
7 O 0.30912 2.74332 4.95382  C32 1.430, H55 0.959
8 O -3.53900 -3.35669 7.26271  C29 1.426, H57 0.960
9 O -4.65892 -4.42289 -2.98468  C20 1.426, H40 0.960
10 O -0.62172 -1.05479 6.96463  C19 1.417, H63 0.962
11 O 1.07604 -2.22091 -2.74275  C17 1.426, H85 0.961
12 O -3.44840 0.01558 -2.99926  C30 1.429, H87 0.961
13 O -2.69951 4.97070 -1.32971  C28 1.430, H68 0.960
14 N -2.11585 1.97246 -0.00778  C26 1.417, H69 1.035, H73 1.022
15 N -0.77655 0.25910 -1.10712  C26 1.421, H56 1.027, H92 1.034
16 N 0.25688 2.02875 0.19831  S1 1.725, C26 1.348, C33 1.482
17 C 0.67007 -3.46367 -2.17244  O11 1.426, H38 1.088, H54 1.092, H64 1.095
18 C -2.53450 2.72957 6.29075  O4 1.428, H39 1.086, H45 1.093, H86 1.092
19 C -0.88714 -1.86325 5.83129  O10 1.417, H49 1.091, H91 1.090, H95 1.095
20 C -3.85519 -5.39439 -3.65071  O9 1.426, H62 1.093, H77 1.088, H90 1.092
21 C 2.77261 0.40399 -0.71868  C31 1.564, H44 1.107, H76 1.119, H80 1.106
22 C 4.71672 6.18920 -7.00902  O2 1.425, H42 1.094, H71 1.089, H83 1.092
23 C 4.49625 3.52425 -4.02706  O6 1.428, H59 1.090, H79 1.090, H88 1.093
24 C 2.55991 3.01803 -0.34756  C31 1.574, C33 1.559, H51 1.114, H75 1.126
25 C 0.88545 -6.10965 -5.79898  O5 1.423, H50 1.094, H52 1.088, H70 1.094
26 C -0.84203 1.41809 -0.28723  N14 1.417, N15 1.421, N16 1.348
27 C 3.28258 -5.28447 0.62607  O3 1.425, H37 1.094, H43 1.088, H74 1.093
28 C -3.78229 5.31579 -0.46187  O13 1.430, H46 1.089, H65 1.092, H67 1.091
29 C -3.02654 -4.13742 8.34055  O8 1.426, H35 1.092, H36 1.088, H94 1.093
30 C -3.86197 -1.22712 -2.42649  O12 1.429, H41 1.086, H72 1.092, H84 1.096
31 C 3.36021 1.69371 -0.05692  C21 1.564, C24 1.574, H58 1.112, H66 1.114
32 C 0.83963 1.95978 6.02632  O7 1.430, H34 1.093, H53 1.088, H81 1.092
33 C 1.06696 2.82518 -0.75323  N16 1.482, C24 1.559, H47 1.119, H93 1.116
34 H 1.85165 1.62642 5.78076  C32 1.093
35 H -3.67378 -4.99865 8.52168  C29 1.092
36 H -2.99949 -3.51679 9.23350  C29 1.088
37 H 3.43352 -4.20239 0.56847  C27 1.094
38 H 0.71676 -4.23268 -2.94092  C17 1.088
39 H -1.65307 2.93922 6.89036  C18 1.086
40 H -5.22143 -4.89391 -2.36590  O9 0.960
41 H -3.81222 -1.99661 -3.19118  C30 1.086
42 H 3.85190 6.67565 -6.54910  C22 1.094
43 H 3.88449 -5.76996 -0.13886  C27 1.088
44 H 2.27516 0.57355 -1.69243  C21 1.107
45 H -3.40763 3.19190 6.75880  C18 1.093
46 H -4.22338 4.39829 -0.07451  C28 1.089
47 H 0.60104 3.84207 -0.77315  C33 1.119
48 H 1.39999 -5.16730 1.07652  O3 0.959
49 H -1.37820 -2.78633 6.14301  C19 1.091
50 H -0.14196 -6.03156 -5.43104  C25 1.094
51 H 2.60667 3.71220 0.52203  C24 1.114
52 H 0.93249 -6.87626 -6.56935  C25 1.088
53 H 0.87462 2.57510 6.92305  C32 1.088
54 H 1.33888 -3.73410 -1.35295  C17 1.092
55 H 0.28652 2.18330 4.17507  O7 0.959
56 H -1.45145 -0.41852 -0.73376  N15 1.027
57 H -3.55596 -3.92065 6.48641  O8 0.960
58 H 4.41277 1.88079 -0.36423  C31 1.112
59 H 3.99026 2.65859 -3.59859  C23 1.090
60 H 3.72849 4.63556 -7.61939  O2 0.960
61 H -3.49375 1.15017 5.68823  O4 0.960
62 H -3.23814 -5.93288 -2.92667  C20 1.093
63 H -1.46885 -0.85454 7.37518  O10 0.962
64 H -0.35785 -3.38467 -1.80394  C17 1.095
65 H -3.41736 5.91860 0.37274  C28 1.092
66 H 3.38746 1.57376 1.05008  C31 1.114
67 H -4.54196 5.87176 -1.01379  C28 1.091
68 H -2.32645 5.79184 -1.65931  O13 0.960
69 H -2.32515 2.62398 -0.78384  N14 1.035
70 H 1.55637 -6.38157 -4.97929  C25 1.094
71 H 5.59940 6.37789 -6.40028  C22 1.089
72 H -4.88863 -1.14688 -2.06466  C30 1.092
73 H -1.99329 2.55504 0.82333  N14 1.022
74 H 3.59091 -5.64774 1.60930  C27 1.093
75 H 3.04714 3.58288 -1.19099  C24 1.126
76 H 1.97614 0.02534 -0.03026  C21 1.119
77 H -3.20850 -4.88037 -4.35946  C20 1.088
78 H 1.24520 -4.20542 -5.67667  O5 0.960
79 H 4.12149 3.69957 -5.03511  C23 1.090
80 H 3.54113 -0.39137 -0.74723  C21 1.106
81 H 0.20092 1.09375 6.21213  C32 1.092
82 H 4.68220 5.40970 -3.59840  O6 0.960
83 H 4.87887 6.59569 -8.00968  C22 1.092
84 H -3.19732 -1.49995 -1.59873  C30 1.096
85 H 1.02778 -1.55834 -2.04861  O11 0.961
86 H -2.39077 3.13679 5.28794  C18 1.092
87 H -3.50378 0.68100 -2.30831  O12 0.961
88 H 5.57152 3.33348 -4.05901  C23 1.093
89 H 0.02254 0.58162 2.16967  S1 1.380
90 H -4.48973 -6.10013 -4.19133  C20 1.092
91 H 0.05866 -2.10455 5.34563  C19 1.090
92 H -1.17431 0.48196 -2.03537  N15 1.034
93 H 0.92812 2.42908 -1.78750  C33 1.116
94 H -2.01361 -4.47891 8.11010  C29 1.093
95 H -1.52740 -1.31990 5.12776  C19 1.095

Results of the Löwdin charge analysis, in e, for atoms 1 through 6: atom 1 (S): 0.975, atom 2 (O): -0.138, atom 3 (O): -0.136, atom 4 (O): -0.129, atom 5 (O): -0.122, atom 6 (O): -0.140